ORCA calculation (wB97M-V/def2-TZVPD) on a 3-piece molecular cluster, C6H18N2 overall.

Results
E_HOMO   -0.30698 hartree
Relative energy (zero: lowest compared OMol25 entry of this formula, charge and spin)   18.7 kcal/mol
E_tot   -348.85974 Ha

Cartesian coordinates (Å):
N1 0.663 0.715 -0.230
N2 -1.173 -0.423 1.826
C1 -0.017 0.998 -1.490
C2 0.858 -2.580 -0.006
C3 -0.576 -0.160 3.124
C4 0.917 0.935 -2.704
C5 -0.110 -2.732 0.903
C6 -0.692 2.363 -1.394
H1 -1.209 -0.592 3.907
H2 -2.097 -0.004 1.782
H3 1.398 -0.039 -2.767
H4 -1.142 -2.833 0.608
H5 -0.436 0.909 3.342
H6 0.399 -0.645 3.158
H7 1.903 -2.688 0.256
H8 0.362 1.106 -3.623
H9 0.625 -2.533 -1.060
H10 1.401 1.391 -0.069
H11 -1.295 2.554 -2.278
H12 -0.594 0.030 1.089
H13 0.118 -3.011 1.921
H14 -1.335 2.400 -0.518
H15 1.074 -0.230 -0.247
H16 -0.788 0.226 -1.599
H17 0.056 3.150 -1.307
H18 1.692 1.696 -2.624

List of Löwdin charges in e, atom by atom: number 1, N, carries 0.010; number 2, N, carries -0.089; number 3, C, carries -0.515; number 4, C, carries -0.112; number 5, C, carries -0.203; number 6, C, carries -0.076; number 7, C, carries -0.097; number 8, C, carries -0.076; number 9, H, carries 0.067; number 10, H, carries 0.061; number 11, H, carries 0.067; number 12, H, carries 0.049; number 13, H, carries 0.062; number 14, H, carries 0.058; number 15, H, carries 0.045; number 16, H, carries 0.072; number 17, H, carries 0.042; number 18, H, carries 0.086; number 19, H, carries 0.075; number 20, H, carries 0.020; number 21, H, carries 0.052; number 22, H, carries 0.070; number 23, H, carries 0.049; number 24, H, carries 0.133; number 25, H, carries 0.076; number 26, H, carries 0.075